Below is C11H62CdF6N2O27S2 as an isolated structure, with properties calculated with the ωB97M-V functional and the def2-TZVPD basis.

```
111
C11H62CdF6N2O27S2 the ωB97M-V functional and the def2-TZVPD basis
Cd -7.013 10.347 13.098
C -11.127 9.465 14.428
F -11.141 9.513 13.104
F -12.327 9.974 14.800
F -11.028 8.225 14.854
S -9.661 10.489 15.196
O -10.215 11.582 16.038
O -8.932 9.471 15.996
N -8.701 11.112 13.819
S -9.549 12.397 13.406
O -9.140 12.669 12.053
O -10.995 12.399 13.633
C -8.808 13.880 14.395
F -8.414 14.867 13.592
F -9.757 14.381 15.210
F -7.804 13.515 15.170
C -4.813 7.243 14.118
C -5.672 6.456 13.031
C -5.663 4.970 13.431
C -6.598 4.137 12.574
C -8.029 4.633 12.736
C -8.194 6.099 12.328
N -7.132 6.868 13.069
O -7.467 8.266 13.437
C -9.692 6.388 12.754
C -8.117 6.439 10.770
C -4.987 6.534 11.630
H -4.422 8.217 13.823
H -3.936 6.715 14.493
H -5.431 7.414 14.999
H -5.850 4.727 14.477
H -4.658 4.595 13.238
H -6.505 3.091 12.867
H -6.277 3.946 11.550
H -8.344 4.591 13.778
H -8.615 4.000 12.070
H -10.423 5.632 12.466
H -10.247 7.284 12.472
H -9.694 6.406 13.843
H -7.610 7.367 10.505
H -9.124 6.554 10.369
H -7.578 5.635 10.268
H -5.248 7.471 11.138
H -5.218 5.780 10.877
H -3.927 6.339 11.792
O -7.146 3.334 17.092
H -6.911 4.257 16.999
H -8.047 3.347 17.417
O -8.765 6.132 7.057
H -8.847 5.474 7.748
H -8.774 5.627 6.243
O -13.350 4.289 11.201
H -13.677 4.438 12.088
H -12.894 5.099 10.974
O -10.572 9.261 10.154
H -10.722 8.593 9.486
H -11.321 9.852 10.076
O -10.945 7.675 8.047
H -10.002 7.806 7.945
H -11.120 6.840 7.613
O -6.497 1.592 15.115
H -6.663 0.708 15.444
H -6.648 2.161 15.869
O -8.048 6.449 16.109
H -7.110 6.361 16.278
H -8.103 6.733 15.197
O -4.668 8.720 8.623
H -4.939 8.051 7.994
H -3.828 8.407 8.960
O -6.472 4.006 8.413
H -6.455 4.439 9.267
H -7.373 3.697 8.319
O -2.928 5.312 9.591
H -3.164 4.931 8.745
H -2.630 4.568 10.114
O -12.650 6.754 11.033
H -11.837 7.246 10.915
H -13.255 7.382 11.427
O -1.498 8.440 12.562
H -1.482 8.539 13.514
H -0.952 7.673 12.391
O -5.321 9.812 12.060
H -4.854 10.351 11.422
H -5.058 8.915 11.855
O -2.602 7.909 10.083
H -2.624 6.953 10.063
H -2.173 8.123 10.912
O -1.238 8.027 15.304
H -1.844 7.542 15.864
H -0.371 7.831 15.662
O -10.674 6.002 16.702
H -11.182 6.792 16.519
H -9.775 6.236 16.470
O -10.971 2.777 10.404
H -11.785 3.055 10.825
H -10.299 2.900 11.074
O -3.582 2.098 15.025
H -4.103 2.859 14.770
H -4.191 1.542 15.511
O -4.648 1.783 10.139
H -5.524 1.721 9.757
H -4.148 1.093 9.704
O -1.905 4.342 14.115
H -1.652 5.190 13.748
H -1.970 3.762 13.356
O -9.628 1.144 13.872
H -9.202 1.889 14.295
H -8.973 0.809 13.259
O -6.028 10.386 15.014
H -6.146 11.103 15.638
H -6.059 9.594 15.550
```

Summary:
max |F|	6.50	eV Å⁻¹
ΔE to the lowest compared entry with this formula, charge and spin	8.3	kJ/mol
multiplicity	2
total charge	-1
HOMO energy (spin up / spin down)	-0.042 / -0.156	Eh